Entry 1:
Here is a molecular structure, C3H5NO3 from OMol25. Energies are from the ωB97M-V functional and the def2-TZVPD basis.

The geometry in XYZ format:
```
12
Properties=species:S:1:pos:R:3:forces:R:3:nbo_charge:R:1
O 1.078 0.374 1.089 4.27 -2.58 3.90 -0.701
O 0.154 1.021 -0.935 1.49 -3.37 0.38 -0.520
O -1.271 -1.263 -0.185 0.41 4.07 2.57 -0.576
N 1.381 -0.902 0.003 1.05 2.78 3.99 -0.110
C 0.866 -0.329 -0.953 -2.22 5.04 1.12 0.367
C -0.899 1.084 0.048 -3.06 3.85 -1.86 -0.175
C -1.237 -0.265 0.624 -2.99 -6.60 -0.40 0.338
H -1.757 -0.799 1.738 1.83 3.09 -2.58 0.208
H 0.958 -0.709 -1.880 -0.07 -1.25 -3.19 0.198
H -0.905 2.158 0.810 0.56 -3.73 -2.20 0.238
H 1.819 0.347 2.068 -3.28 -0.66 -4.83 0.503
H -1.844 1.318 -0.823 2.03 -0.66 3.11 0.230
```
Forces are in eV/Å.

Summary:
Net charge: 0
Energy: -10816.0404 eV

---

Entry 2:
Here is 7 unconnected molecules or ions with the total composition C74H50N2O12 from OMol25. Energies are from the ωB97M-V functional and the def2-TZVPD basis.

The geometry in XYZ format:
```
138
Properties=species:S:1:pos:R:3:forces:R:3:mulliken_charge:R:1
O -1.366 -5.507 -0.487 -1.99 -0.68 -2.10 -0.667
O -3.086 -3.203 10.848 0.67 -1.71 1.74 -0.677
O -6.968 3.307 -2.296 4.36 -2.89 0.71 -0.695
O 2.735 1.345 -7.166 3.11 1.80 0.12 -0.702
O 2.272 4.692 -1.327 -0.66 0.43 -0.05 -0.710
O -3.204 -5.182 -5.600 -0.90 -0.29 -1.03 -0.616
O -2.507 0.001 -1.872 -3.03 2.44 0.31 -0.698
O -2.377 7.279 -0.682 -1.63 1.28 0.78 -0.606
O -0.943 -7.984 12.444 -0.58 1.79 0.00 -0.639
O 8.610 2.386 3.310 -0.17 -0.11 3.82 -0.591
O 6.996 4.595 -6.302 -2.73 -2.00 -1.68 -0.662
O 4.132 -1.318 1.053 0.13 -1.11 0.68 -0.684
N 7.565 2.511 1.411 -3.54 0.16 -1.90 -0.325
N 2.065 -1.170 0.491 -2.00 0.41 -1.41 -0.311
C 6.661 1.185 -3.951 -0.10 0.59 -2.05 -0.616
C 1.494 6.463 -3.343 -0.72 0.01 -0.51 -0.928
C -6.129 -5.400 -2.450 1.14 0.12 -0.20 -0.474
C -0.497 -4.966 -5.133 0.23 1.38 0.78 -0.697
C 3.138 4.816 -9.632 2.70 1.06 0.01 -0.507
C -2.877 -5.226 -4.451 0.71 0.77 1.57 0.599
C 0.886 -4.864 -4.893 -0.78 -0.74 0.57 -0.466
C -1.063 5.415 -0.025 0.80 0.39 -0.93 0.505
C -4.728 2.681 -3.047 1.07 1.69 -0.69 0.193
C -2.254 -6.031 13.073 0.65 -0.32 0.78 0.123
C -4.624 0.842 -0.844 1.65 -1.54 -0.47 0.551
C -3.803 -5.378 -3.296 -3.14 -0.03 -0.13 0.233
C 0.454 -5.039 -2.543 -1.15 -1.03 0.41 -0.400
C -0.672 -7.167 9.751 0.76 -0.23 0.58 -0.495
C 9.972 2.343 1.375 0.18 0.39 0.55 -0.983
C -4.509 -0.056 0.236 1.56 0.71 -1.04 -0.600
C -1.837 -5.116 10.295 0.71 -1.11 1.60 0.475
C 5.294 5.220 -8.502 -1.82 1.07 -1.53 -0.543
C -6.449 0.802 1.249 0.26 1.04 -0.74 -0.508
C 2.981 3.668 -8.881 0.65 -0.01 0.89 -0.741
C 1.159 5.196 -1.255 0.53 -1.09 0.83 0.523
C -2.823 -4.797 12.725 0.06 0.73 -2.05 0.440
C -1.593 -4.692 9.002 1.14 0.24 -1.27 -0.428
C 5.514 0.402 -4.123 0.15 0.77 -0.39 -0.558
C -0.932 -5.133 -2.757 -0.77 -0.15 -1.23 0.511
C -2.491 -6.504 14.375 -0.50 -0.05 -0.64 -0.691
C -4.274 -5.469 -0.843 -0.38 -0.09 -2.48 -0.735
C 0.207 4.760 -0.183 -1.48 2.08 0.01 0.250
C -3.530 1.958 -2.873 0.51 -1.00 -0.19 0.671
C -0.393 -6.732 8.464 0.03 1.58 0.21 -0.494
C -3.561 3.969 -4.796 -0.98 -1.49 -0.79 -0.724
C 8.633 2.437 2.134 3.97 -0.56 -2.10 0.640
C 1.029 7.280 -4.374 -1.36 0.38 1.14 -0.628
C 6.078 3.789 -6.648 2.59 2.12 1.51 0.649
C 0.675 6.182 -2.216 -0.32 1.29 -1.60 0.294
C -5.729 1.677 -0.946 0.40 0.40 0.33 0.284
C -3.646 -4.047 13.575 1.04 -1.12 0.20 -0.569
C 2.972 -1.646 1.320 2.51 1.47 0.64 0.687
C -0.976 7.705 -3.071 -0.72 1.17 0.80 -0.515
C -0.586 6.863 -2.078 3.00 -1.98 0.27 0.585
C -3.455 0.832 -1.872 1.09 -1.18 0.37 0.315
C -2.604 -4.254 11.299 -0.60 0.80 -1.64 0.500
C -3.357 -5.393 -1.972 -0.05 -1.24 2.17 0.557
C -1.400 6.634 -0.875 0.55 -2.23 -0.40 0.325
C -1.505 4.090 1.906 0.78 -0.28 0.07 -0.587
C -3.425 -5.856 15.166 1.00 0.68 0.65 -0.532
C 4.761 1.761 -6.009 1.04 -0.04 1.35 0.338
C -1.397 -6.884 12.135 -0.46 -0.53 -0.54 0.463
C -2.549 3.028 -4.785 1.07 0.52 0.86 -0.403
C -0.797 -5.426 8.087 -0.96 -1.66 1.28 -0.585
C -5.898 2.603 -2.122 -3.50 1.94 -0.32 0.533
C -1.276 -6.373 10.710 -1.06 0.99 -0.23 0.302
C 1.353 -5.017 -3.578 -0.32 1.31 0.02 -0.580
C -5.362 -0.059 1.295 -0.78 0.30 0.13 -0.580
C -1.461 -4.985 -4.074 2.87 -1.61 -0.22 0.376
C 5.055 4.096 -7.695 0.76 0.42 -0.08 0.348
C 4.361 5.626 -9.500 -1.02 -2.53 1.76 -0.539
C 6.886 2.238 -4.866 -0.76 -0.59 0.22 -0.476
C -4.693 3.724 -4.025 -0.24 -0.26 0.69 -0.519
C -5.646 -5.395 -1.137 1.03 -0.46 0.05 -0.416
C -0.271 3.470 1.763 -0.03 0.88 1.19 -0.571
C -3.871 -4.579 14.842 -1.14 0.11 -0.83 -0.418
C 5.936 2.554 -5.856 -0.47 -0.90 0.46 0.178
C -1.940 5.024 0.967 0.20 -0.52 1.31 -0.554
C 0.592 3.884 0.785 0.65 -1.68 -0.99 -0.655
C -1.863 -5.475 -1.632 1.23 2.31 1.46 0.306
C -6.586 1.694 0.152 -1.08 -1.07 0.15 -0.608
C -5.258 -5.418 -3.549 1.37 0.64 1.63 -0.859
C 3.930 3.290 -7.860 -0.31 0.46 -1.50 0.217
C 2.552 -2.426 2.523 -0.39 0.52 -0.50 -0.867
C -0.232 7.887 -4.193 1.37 0.47 -1.12 -0.471
C 3.786 2.050 -7.048 -4.29 -1.11 -0.52 0.640
C 4.526 0.733 -5.091 1.65 -0.88 0.82 -0.580
C -2.425 2.119 -3.750 -1.53 -0.43 -0.34 -0.855
H -0.631 -5.091 7.074 0.15 0.31 0.11 0.388
H -7.474 2.290 0.004 -0.08 0.28 0.47 0.462
H 0.291 -7.319 7.868 -0.31 -0.11 -0.36 0.373
H -0.559 8.652 -4.882 -0.05 -0.10 -0.31 0.423
H 10.213 1.329 1.055 -0.43 -0.03 -0.23 0.266
H -1.771 8.388 -2.813 -0.55 -0.23 -0.42 0.443
H 1.074 -1.065 0.653 0.26 -0.30 -0.03 0.171
H 2.096 3.087 -9.098 0.08 -0.36 0.40 0.461
H -5.594 4.306 -4.147 -0.01 0.15 0.05 0.488
H -1.856 -3.704 8.655 -0.53 0.09 0.37 0.405
H 1.610 7.551 -5.242 0.17 -0.26 0.02 0.473
H -1.798 3.123 -5.556 0.28 -0.22 0.07 0.448
H -3.515 4.591 -5.678 -0.57 0.74 0.36 0.417
H 7.507 2.524 0.403 0.26 -0.07 0.36 0.175
H 2.504 -0.705 -0.291 -0.45 0.18 0.03 0.196
H 7.493 0.964 -3.300 -0.31 -0.34 0.36 0.461
H 6.718 2.371 1.943 -0.18 0.18 -0.33 0.219
H 3.700 0.037 -5.096 -0.35 0.41 -0.59 0.508
H -0.280 -8.107 10.109 0.00 -0.21 -0.12 0.440
H -0.827 -4.859 -6.156 -0.26 -0.17 0.00 0.393
H -4.543 -4.041 15.493 0.04 -0.06 0.28 0.374
H -3.914 -5.711 0.146 0.19 0.46 0.03 0.456
H 4.570 6.508 -10.087 -0.21 -0.05 -0.11 0.419
H 0.825 -5.136 -1.534 -0.14 0.04 0.12 0.471
H 2.423 5.045 -10.409 -0.10 0.13 0.06 0.418
H 0.152 2.879 2.562 -0.30 -0.39 0.04 0.455
H 1.514 -2.151 2.709 -0.16 -0.57 0.15 0.304
H -7.108 0.814 2.105 -0.34 0.25 -0.19 0.395
H -6.418 -5.424 -0.382 0.27 0.00 0.44 0.418
H -5.681 -5.317 -4.538 0.39 -0.25 -0.21 0.418
H -3.655 -6.262 16.139 -0.07 -0.04 0.07 0.357
H 10.756 2.583 2.093 -0.09 0.20 -0.03 0.287
H 3.128 -2.142 3.404 0.25 -0.37 -0.30 0.278
H 1.567 -4.723 -5.719 0.03 -0.15 -0.06 0.410
H -4.057 -3.115 13.214 0.03 0.06 0.12 0.455
H 2.671 -3.456 2.187 -0.17 -0.22 0.71 0.229
H 5.449 -0.517 -3.559 -0.44 0.06 0.23 0.423
H 6.127 5.894 -8.369 0.35 -0.46 0.35 0.436
H 2.363 -4.941 -3.205 0.45 -0.12 -0.87 0.373
H -2.002 -7.388 14.754 -0.05 -0.22 -0.30 0.433
H 1.542 3.382 0.671 0.29 0.20 0.11 0.515
H 7.832 2.758 -4.824 -0.18 0.37 -0.04 0.430
H -7.208 -5.389 -2.497 -0.05 0.01 -0.72 0.392
H 10.033 3.048 0.546 -0.03 -0.16 -0.14 0.315
H 2.468 6.030 -3.521 0.03 -0.33 0.66 0.520
H -5.175 -0.692 2.151 -0.11 -0.10 0.01 0.430
H -1.994 3.963 2.861 -0.66 -0.26 -0.25 0.426
H -3.594 -0.627 0.279 0.00 -0.28 -0.16 0.477
H -1.625 1.395 -3.772 0.07 0.04 0.45 0.515
H -2.910 5.431 1.213 0.05 0.68 -0.72 0.486
```
Forces are in eV/Å.

Summary:
Net charge: 0
SMILES: O=C1c2ccccc2C(=O)c2ccccc21.O=C1c2ccccc2C(=O)c2ccccc21.O=C1c2ccccc2C(=O)c2ccccc21.O=C1c2ccccc2C(=O)c2ccccc21.O=C1c2ccccc2C(=O)c2ccccc21.CC(N)=O.CC(N)=O
Energy: -105098.1551 eV

---

Entry 3:
Here is 2 unconnected molecules or ions with the total composition C5H10NO2 from OMol25. Energies are from the ωB97M-V functional and the def2-TZVPD basis.

The geometry in XYZ format:
```
18
Properties=species:S:1:pos:R:3:forces:R:3:mulliken_spin:R:1
O 0.755 -1.441 -0.187 -0.91 1.17 1.49 0.054
O -0.753 -0.572 1.330 2.15 -0.84 -1.05 0.011
N -0.545 0.646 -1.384 2.61 1.74 2.54 0.549
C 0.675 -2.345 2.082 -0.34 0.54 -0.21 0.009
C -1.904 0.882 -0.991 -1.92 0.16 -0.43 -0.004
C 0.221 -1.328 0.998 -1.41 -0.36 -0.23 -0.003
C 0.387 1.704 -1.270 -3.20 -1.13 -1.01 -0.041
C 1.672 1.615 -0.858 0.42 1.20 -1.04 0.365
H 2.050 0.744 -0.380 0.29 -0.66 0.13 0.030
H -2.255 1.765 -1.522 -0.09 0.19 -0.16 0.012
H -2.568 0.038 -1.309 0.82 0.60 0.45 0.001
H 1.224 -3.191 1.654 -0.06 0.31 0.15 -0.001
H -0.249 -2.683 2.582 0.46 0.02 -0.20 -0.001
H -0.109 2.639 -1.559 0.66 -0.05 0.08 0.010
H -0.112 -0.241 -1.025 0.34 -1.22 0.03 -0.037
H 1.269 -1.818 2.845 -0.05 -0.24 -0.30 0.000
H -2.074 1.098 0.102 0.76 -0.61 -0.98 0.038
H 2.318 2.489 -1.109 -0.52 -0.84 0.73 0.007
```
Forces are in eV/Å.

Summary:
Net charge: 0
Energy: -10929.5198 eV
Multiplicity: 2

---

Entry 4:
Here is C6H10N2O4 in the gas phase from OMol25. Energies are from the ωB97M-V functional and the def2-TZVPD basis.

The geometry in XYZ format:
```
22
Properties=species:S:1:pos:R:3:forces:R:3:nbo_charge:R:1
O 3.246 -0.410 -0.860 -0.30 -0.31 0.40 -0.646
O -3.604 -0.523 -0.710 0.41 -0.11 0.11 -0.591
O 1.737 1.733 -0.196 0.92 -0.71 -0.30 -0.742
O -0.517 1.675 1.186 0.66 0.14 0.29 -0.717
N 1.175 -0.572 0.025 0.38 -0.24 -0.14 -0.447
N -1.444 0.108 -0.286 -0.34 -0.36 0.37 -0.456
C 2.412 -1.038 -0.205 0.32 0.83 -1.02 0.543
C -2.728 0.312 -0.700 -0.33 0.19 -0.01 0.551
C -1.164 -1.173 0.347 0.18 -1.06 -0.61 -0.228
C 0.858 0.711 -0.570 -0.69 0.34 -0.67 0.223
C 0.242 -1.204 0.947 -0.28 1.03 0.53 -0.228
C -0.516 1.175 -0.119 -0.31 0.49 -0.97 0.231
H -2.919 1.336 -1.029 0.13 0.32 -0.15 0.117
H 0.282 -0.608 1.894 -0.25 -0.71 -0.57 0.219
H 0.335 2.157 1.245 -0.47 -0.16 0.25 0.496
H -0.764 1.990 -0.819 -0.27 -0.24 0.09 0.184
H -1.905 -1.380 1.109 -0.17 0.04 0.29 0.224
H 2.611 1.351 -0.463 -0.38 0.57 0.24 0.516
H 0.802 0.613 -1.690 0.31 -0.11 0.92 0.185
H 2.610 -2.026 0.168 0.16 -0.71 0.47 0.131
H 0.545 -2.233 1.137 0.06 0.08 -0.01 0.224
H -1.296 -1.992 -0.409 0.26 0.70 0.50 0.214
```
Forces are in eV/Å.

Summary:
Net charge: 0
SMILES: O=CN1CCN(C=O)[C@@H](O)[C@H]1O
Energy: -17554.7299 eV